[1]
An isolated molecule of C5H8INO2. Source: OMol25; level of theory: ωB97M-V/def2-TZVPD.

```
17
Properties=species:S:1:pos:R:3:forces:R:3:mulliken_charge:R:1
C 1.222 0.708 1.680 -1.09 1.13 -1.90 0.88
C 0.118 -0.992 -0.812 0.13 1.88 -1.25 -0.89
C 0.927 0.406 -0.879 -1.50 -1.17 1.09 -0.60
C -1.437 -0.946 -1.053 1.41 0.29 -2.78 -0.31
C 0.690 1.279 0.369 0.43 -1.70 -1.28 -0.40
N -2.243 -0.730 0.050 -0.63 0.68 0.57 -0.53
O 0.834 1.439 2.703 2.53 -2.47 2.72 -0.39
O 1.899 -0.281 1.772 0.02 0.15 -0.08 -0.55
I -0.475 2.996 0.323 0.22 -0.38 -0.27 0.10
H 0.622 -1.708 -1.494 -0.46 0.60 0.02 0.39
H 0.337 -1.341 0.138 0.07 -0.99 2.01 0.50
H 1.914 -0.017 -0.721 0.58 0.52 -0.52 0.28
H 0.701 0.782 -1.887 0.54 0.60 0.65 0.47
H -1.701 -0.227 -1.943 0.54 -1.10 1.70 0.31
H -1.493 -1.964 -1.469 -0.88 -0.10 0.06 0.28
H -2.128 -1.476 0.728 0.26 -0.26 0.14 0.27
H 0.214 2.072 2.494 -2.16 2.32 -0.89 0.18
```
Forces are in eV/Å.

Values from the calculation:
Kohn-Sham gap (spin up / spin down) = 0.310 / 0.294 Ha
HOMO (spin up / spin down) = -0.3570 / -0.3162 Eh
energy relative to the best compared isomer or geometry (same formula, charge and spin) = 75.4 kcal/mol
max |F| = 0.087 Eh/bohr

=====

[2]
A cluster of 2 separate species, C5H10Cl2O2S in total. Source: OMol25; level of theory: ωB97M-V/def2-TZVPD.

```
20
Properties=species:S:1:pos:R:3:forces:R:3:mulliken_charge:R:1
C -0.905 2.218 -0.590 -0.25 0.82 -1.53 -1.04
C 1.109 -1.665 1.292 -0.25 0.40 2.07 -0.82
C -0.202 0.973 -0.048 2.66 1.37 0.90 -0.14
C -0.494 -0.294 -0.776 1.83 -2.71 2.47 -0.70
C 0.962 -1.650 -0.170 -3.80 0.97 -2.34 -0.06
O -1.907 -1.004 1.422 -0.24 0.32 0.53 -0.53
O -2.043 -2.445 -0.590 -0.51 1.40 0.55 -0.55
S -1.947 -1.125 0.009 1.78 -1.22 -2.64 1.12
Cl 2.299 -1.333 -1.187 1.30 0.80 -0.27 -0.15
Cl -3.434 0.101 -0.651 -0.52 -0.28 0.01 -0.22
H -1.614 1.884 -1.402 0.52 0.71 0.94 0.30
H -0.104 2.792 -1.126 -1.00 0.03 0.54 0.29
H -1.460 2.884 0.150 0.85 -1.07 -0.91 0.24
H 1.496 -0.676 1.778 -0.25 -1.88 -1.13 0.22
H 1.742 -2.576 1.529 -0.51 1.28 0.16 0.34
H 0.073 -1.797 1.755 1.54 -0.13 -0.61 0.27
H 0.960 1.151 -0.117 -1.97 -0.38 -0.17 0.28
H -0.313 0.967 1.054 -0.35 -0.79 -0.61 0.34
H -0.386 -0.319 -1.886 -0.63 -0.07 1.02 0.44
H 0.544 -2.552 -0.656 -0.19 0.44 1.02 0.37
```
Forces are in eV/Å.

Values from the calculation:
Kohn-Sham gap = 0.368 Ha
HOMO = -0.3584 Eh
energy relative to the best compared isomer or geometry (same formula, charge and spin) = 12.9 kcal/mol
max |F| = 0.089 Eh/bohr

=====

[3]
A cluster of 3 separate species, C26H52BF2O9P2Si in total. Source: OMol25; level of theory: ωB97M-V/def2-TZVPD.

```
93
Properties=species:S:1:pos:R:3:forces:R:3:mulliken_charge:R:1
C -4.288 3.544 4.536 0.08 -0.20 -0.16 -1.47
C -2.845 3.533 3.981 -1.22 0.69 0.00 0.40
B -1.914 4.686 4.600 0.32 0.66 -0.19 0.65
O -2.090 4.876 5.981 0.13 -1.20 0.37 -0.78
C -0.931 5.537 3.782 -0.27 -1.18 -0.07 -1.62
C 0.427 4.958 3.734 -1.84 1.34 -0.37 1.40
F 1.294 5.869 3.069 0.76 -0.20 0.33 -0.37
F 0.911 4.828 5.037 0.56 -0.20 0.02 -0.31
C 0.583 3.638 2.962 1.08 -0.34 0.22 -0.78
C 1.483 2.574 3.647 -0.38 -0.29 -0.61 -0.59
Si 0.600 0.997 4.166 0.58 -0.31 0.20 -0.01
C 1.967 -0.345 4.229 -0.44 0.32 0.46 -1.33
C -0.693 0.400 2.925 0.28 -0.19 -0.01 -1.14
C -0.064 1.091 5.939 -0.05 0.12 -1.04 0.83
C 0.656 1.832 6.875 -0.43 -0.31 0.22 -0.36
C 0.218 1.890 8.189 0.25 -0.05 0.04 -0.59
C -0.930 1.211 8.578 0.38 0.31 -0.11 -0.53
C -1.648 0.495 7.638 -0.43 -0.32 0.09 -0.54
C -1.228 0.422 6.318 0.45 0.37 0.53 -0.23
H -4.801 2.590 4.387 -0.05 -0.06 0.02 0.39
H -4.881 4.300 4.021 -0.04 0.13 0.04 0.33
H -4.299 3.778 5.598 0.03 -0.03 0.11 0.33
H -2.915 3.661 2.897 0.18 -0.12 -0.11 0.29
H -2.431 2.534 4.150 0.37 0.09 0.15 -0.26
H -1.234 5.035 6.393 0.02 0.64 -0.11 0.22
H -1.312 5.516 2.747 0.24 -0.12 -0.11 0.01
H -0.376 3.206 2.705 -0.31 0.19 0.27 0.11
H 1.039 3.893 2.006 0.00 0.12 -0.06 0.33
H 2.066 2.972 4.475 -0.05 0.15 0.05 0.51
H 2.216 2.241 2.906 0.12 -0.13 0.06 0.45
H 1.962 -0.813 5.214 -0.03 -0.13 0.03 0.37
H 1.796 -1.122 3.487 0.25 -0.01 -0.16 0.32
H 2.941 0.129 4.122 0.12 -0.13 -0.26 0.31
H -1.653 0.150 3.371 -0.13 0.15 0.01 0.33
H -0.307 -0.517 2.475 0.00 -0.09 0.01 0.30
H -0.849 1.089 2.097 -0.14 0.21 0.08 0.40
H 1.558 2.345 6.577 0.05 0.16 0.00 0.21
H 0.798 2.446 8.915 -0.05 0.07 0.08 0.38
H -1.234 1.268 9.613 -0.21 -0.08 0.04 0.37
H -2.553 -0.015 7.944 -0.05 -0.04 0.00 0.35
H -1.788 -0.159 5.601 -0.12 0.00 -0.08 0.31
O 0.070 -3.733 -0.018 1.88 -1.26 -2.36 -0.74
P -1.007 -4.257 -0.893 -5.43 1.68 3.57 1.14
O -1.877 -2.990 -1.400 0.81 -0.69 -0.45 -0.31
C -1.279 -2.017 -2.266 0.06 0.29 -0.25 -0.38
C -1.346 -2.447 -3.719 0.08 -0.20 -0.03 -0.87
O -2.053 -4.828 0.248 0.39 -0.39 -0.46 -0.37
C -1.560 -5.317 1.498 -0.13 0.20 0.27 -0.29
C -1.908 -4.346 2.604 -0.09 0.12 0.08 -1.10
O -1.590 -5.296 -1.997 2.41 0.27 -0.40 -0.35
C -1.673 -6.705 -1.708 0.00 -0.31 -0.16 -0.21
C -3.132 -7.094 -1.650 -0.21 0.15 0.06 -1.14
H -0.246 -1.826 -1.964 -0.04 -0.01 0.07 0.29
H -1.839 -1.094 -2.125 -0.05 -0.06 0.12 0.32
H -0.721 -3.328 -3.890 0.02 0.03 -0.03 0.26
H -1.001 -1.646 -4.375 0.03 0.02 0.06 0.29
H -2.364 -2.720 -4.000 -0.04 0.08 0.05 0.29
H -0.484 -5.486 1.459 0.02 0.10 -0.05 0.39
H -2.038 -6.285 1.678 -0.06 0.03 -0.08 0.34
H -1.486 -3.361 2.406 0.13 -0.06 -0.04 0.13
H -1.532 -4.701 3.566 0.00 -0.01 -0.01 0.40
H -2.989 -4.221 2.677 -0.01 -0.07 0.01 0.31
H -1.157 -6.956 -0.782 -0.03 0.10 0.04 0.27
H -1.176 -7.238 -2.521 0.08 0.11 0.00 0.38
H -3.641 -6.565 -0.847 0.09 0.00 0.07 0.26
H -3.237 -8.167 -1.489 0.05 -0.01 -0.04 0.38
H -3.632 -6.825 -2.581 0.06 -0.07 -0.05 0.33
O 0.994 0.728 -5.413 2.09 -0.21 3.64 -0.70
P 2.358 1.005 -5.975 -3.24 0.77 -7.76 1.21
O 2.161 2.497 -6.603 0.71 -0.16 1.02 -0.31
C 2.076 3.627 -5.727 0.02 0.27 0.12 -0.30
C 3.452 4.138 -5.345 0.06 -0.15 0.01 -1.03
O 2.089 0.118 -7.362 0.59 -0.63 0.21 -0.46
C 1.367 -1.111 -7.303 -0.32 0.22 -0.28 -0.25
C -0.001 -0.922 -7.923 -0.17 -0.02 -0.05 -1.39
O 3.946 0.984 -6.378 0.12 -0.12 3.01 -0.35
C 4.636 -0.255 -6.635 0.34 -0.15 0.07 -0.20
C 5.026 -0.289 -8.095 -0.12 0.15 -0.22 -1.13
H 1.492 3.373 -4.838 -0.05 -0.03 -0.05 0.28
H 1.530 4.398 -6.270 -0.04 -0.10 -0.08 0.31
H 3.983 3.409 -4.730 -0.01 0.03 0.04 0.26
H 3.374 5.068 -4.781 -0.03 -0.02 0.01 0.41
H 4.056 4.312 -6.236 -0.04 0.05 -0.02 0.26
H 1.283 -1.481 -6.281 -0.05 0.08 0.03 0.37
H 1.932 -1.854 -7.877 0.10 0.08 -0.01 0.36
H -0.560 -0.144 -7.403 0.05 -0.05 0.13 0.30
H -0.576 -1.849 -7.890 0.00 -0.01 -0.02 0.40
H 0.098 -0.608 -8.963 0.04 -0.06 -0.02 0.37
H 4.027 -1.118 -6.364 -0.09 0.05 -0.04 0.25
H 5.530 -0.270 -6.010 -0.08 0.06 0.09 0.38
H 4.144 -0.269 -8.732 -0.06 -0.06 0.08 0.25
H 5.602 -1.188 -8.317 0.04 0.01 0.07 0.38
H 5.625 0.586 -8.347 0.08 -0.04 0.07 0.33
```
Forces are in eV/Å.

Values from the calculation:
Kohn-Sham gap = 0.097 Ha
HOMO = -0.0791 Eh
net charge = -1
max |F| = 0.164 Eh/bohr

=====

[4]
A cluster of 2 separate species, C3H9NOS in total. Source: OMol25; level of theory: ωB97M-V/def2-TZVPD.

```
15
Properties=species:S:1:pos:R:3:forces:R:3:mulliken_charge:R:1
N 0.985 0.942 -2.406 0.24 0.51 -0.70 -0.27
C 1.668 1.383 -3.511 0.02 -0.75 0.41 0.11
O 2.474 0.668 -4.058 0.06 0.14 -0.39 -0.55
H 0.303 1.517 -1.944 -0.19 -0.21 -0.09 0.19
H 0.969 -0.064 -2.337 -0.11 0.10 0.47 0.21
H 1.440 2.389 -3.884 -0.05 0.20 0.31 0.30
C -0.511 -1.589 2.345 -0.34 -0.23 0.33 -0.90
C -1.451 -0.443 2.160 -0.82 1.29 -0.89 -0.50
S -1.089 0.602 0.658 0.24 -0.33 0.49 -0.25
H -0.693 -2.228 1.481 0.74 -0.22 0.08 0.27
H 0.520 -1.274 2.489 0.09 -0.07 -0.41 0.32
H -0.777 -2.143 3.247 -0.11 -0.09 -0.01 0.30
H -1.618 0.234 2.995 0.41 -0.14 0.14 0.36
H -2.443 -0.797 1.876 -0.04 -0.20 0.21 0.29
H 0.223 0.802 0.888 -0.14 0.00 0.05 0.12
```
Forces are in eV/Å.

Values from the calculation:
Kohn-Sham gap = 0.373 Ha
HOMO = -0.3463 Eh
energy relative to the best compared isomer or geometry (same formula, charge and spin) = 10.7 kcal/mol
structure (SMILES) = NC=O.CCS
max |F| = 0.034 Eh/bohr